8
Properties=species:S:1:pos:R:3:mulliken_charge:R:1 method="wB97M-V/def2-TZVPD" e_tot_ev=-8051.23167 de_lowest_kcal_mol=49.2 charge=-1 gap_ev=8.69 e_lumo_ha=0.1902
N 0.9505 1.1147 1.6078 -1.2333
N 0.1237 -0.8487 0.8718 -0.4906
N -0.3093 -1.3098 -0.4119 -0.5815
N 0.5325 0.3147 0.7980 1.2817
O 0.3670 1.0405 -0.8174 -0.8708
H 1.3939 1.9455 1.3328 0.2693
H -1.2793 -1.0990 -0.5967 0.2210
H 0.1806 -0.5062 -1.1165 0.4042



9
Properties=species:S:1:pos:R:3:mulliken_charge:R:1 method="wB97M-V/def2-TZVPD" e_tot_ev=-10099.70628 de_lowest_kcal_mol=16.3 charge=-1 gap_ev="7.40 / 7.73" e_lumo_ha="0.1709 / 0.1727"
N -1.0476 0.9705 0.1997 0.0346
N 2.0051 -0.1827 -0.0011 -0.8468
N -0.9941 1.9879 -0.3310 -0.4752
N -1.5376 -0.2565 -0.0095 0.7767
O -0.6508 -1.1009 -0.3679 -0.6485
O -2.4592 -0.6542 0.7821 -0.6767
H 1.8399 -0.9408 -0.7213 0.2699
H 1.4417 0.6620 -0.3299 0.2677
H 1.4026 -0.4853 0.7790 0.2985



9
Properties=species:S:1:pos:R:3:mulliken_charge:R:1 method="wB97M-V/def2-TZVPD" e_tot_ev=-8977.93193 de_lowest_kcal_mol=5.5 charge=+1 gap_ev=10.14 e_lumo_ha=-0.2110
N -0.7708 0.4260 0.8786 0.7864
N -0.0967 -0.4739 1.0166 0.1630
N 1.4741 0.8062 -2.4295 0.0071
N -1.7810 1.0402 0.9967 -0.5083
N 1.5639 1.3595 -1.4811 0.0078
N 0.4412 -1.3377 0.2319 -0.3894
H -1.8718 1.9669 0.9256 0.2911
H 1.0070 -2.1685 0.5985 0.3227
H 0.0342 -1.6187 -0.7373 0.3194



7
Properties=species:S:1:pos:R:3:mulliken_charge:R:1 method="wB97M-V/def2-TZVPD" smiles="O=S.NO" e_tot_ev=-16464.83654 de_lowest_kcal_mol=88.7 charge=0 gap_ev="7.83 / 7.68" e_lumo_ha="-0.0555 / -0.0575"
O 1.9568 -1.1339 0.3879 -0.3652
S 2.4877 0.1001 -0.1555 0.3165
N -1.0014 -0.3203 -0.1532 -0.4146
O -0.6573 1.0127 0.2872 -0.4234
H -0.0538 -0.8394 0.0854 0.3240
H -1.2447 -0.2771 -1.1752 0.2428
H -1.4874 1.4579 0.7233 0.3198



8
Properties=species:S:1:pos:R:3:mulliken_charge:R:1 method="wB97M-V/def2-TZVPD" e_tot_ev=-27302.02429 de_lowest_kcal_mol=9.8 charge=0 gap_ev=9.41 e_lumo_ha=0.0087
N 0.3716 1.4073 -0.8071 -0.5005
O 0.5393 -0.5477 0.6388 -0.2878
O -1.6636 -0.2723 -0.7284 -0.4796
S 0.5295 -1.9839 1.5447 -0.0123
S -0.2183 -0.2246 -0.8726 0.6334
H -0.2300 2.0101 -0.2574 0.2690
H 1.3549 1.6611 -0.8261 0.2647
H -0.6835 -2.0500 1.3081 0.1132



7
Properties=species:S:1:pos:R:3:mulliken_charge:R:1 method="wB97M-V/def2-TZVPD" e_tot_ev=-13505.77254 de_lowest_kcal_mol=57.9 charge=0 gap_ev="7.31 / 6.81" e_lumo_ha="-0.0583 / -0.0616"
N -0.9620 -1.1313 -0.1552 0.4591
O -1.9216 -0.7017 -0.7437 -0.4334
O -0.6556 -2.2611 0.1811 -0.4522
Si 0.8380 0.8389 0.1854 0.4884
H 2.2125 1.0932 -0.4738 -0.0209
H -0.2283 1.2921 -0.6809 -0.0274
H 0.7168 0.8698 1.6872 -0.0136



7
Properties=species:S:1:pos:R:3:mulliken_charge:R:1 method="wB97M-V/def2-TZVPD" smiles="O=[N+]([O-])[SiH3]" e_tot_ev=-13507.67291 de_lowest_kcal_mol=14.0 charge=0 gap_ev=10.83 e_lumo_ha=0.0074
O -0.0226 1.1842 1.3899 -0.5398
N 0.5126 0.6995 0.3970 0.8195
O 1.5476 1.0461 -0.1253 -0.5391
Si -0.4489 -0.6070 -0.3845 0.3137
H 0.1424 -0.5746 -1.6701 -0.0388
H 0.2083 -1.6131 0.5907 -0.0094
H -1.9395 -0.1351 -0.1977 -0.0061



8
Properties=species:S:1:pos:R:3:mulliken_charge:R:1 method="wB97M-V/def2-TZVPD" smiles="N[P@@](=O)([O-])O" e_tot_ev=-16974.72422 de_lowest_kcal_mol=0.0 charge=-1 gap_ev=9.05 e_lumo_ha=0.1612
N -1.1480 -0.1624 -0.4718 -0.6035
P 0.6035 0.1632 -0.1569 0.9195
O 1.3284 -1.1153 -0.1383 -0.7490
O 0.9866 1.3777 -0.8522 -0.7067
O 0.3373 0.5842 1.4226 -0.5455
H -1.4903 0.2459 -1.3818 0.1999
H -1.3679 -1.1563 -0.4817 0.2051
H 0.7503 0.0630 2.0601 0.2803